No. 1
Molecular formula: C28H52N6O7P2RuS3
Method: DFT, ωB97M-V with the def2-TZVPD basis set

Cartesian coordinates (Å):
Ru: -0.69 -0.40 0.33
N: -2.39 5.89 -5.13
C: -2.37 5.21 -3.94
C: -3.37 5.45 -2.95
C: -3.38 4.67 -1.84
C: -2.41 3.60 -1.74
C: -1.30 3.50 -2.57
C: -1.30 4.36 -3.66
S: -2.61 2.46 -0.34
O: -3.04 1.20 -0.89
O: -3.39 3.06 0.71
N: -1.06 1.98 0.15
C: -0.29 3.01 0.75
N: -0.89 4.21 0.95
C: -0.26 5.09 1.71
C: 0.99 4.87 2.26
C: 1.65 3.74 1.72
N: 1.01 2.78 1.10
H: -3.30 6.07 -5.54
H: -1.66 5.66 -5.78
H: -4.11 6.27 -3.05
H: -4.08 4.75 -0.99
H: -0.42 2.89 -2.39
H: -0.48 4.31 -4.41
H: -0.87 5.99 1.98
H: 1.44 5.55 3.00
H: 2.74 3.67 1.66
C: -1.39 -0.18 -5.14
C: -2.26 -0.21 -3.88
C: -3.72 0.01 -4.12
O: -2.21 -1.66 -3.31
P: -1.14 -2.14 -2.23
S: -2.05 -2.00 -0.29
S: 0.31 -0.79 -2.00
O: -0.74 -3.62 -2.59
C: -0.10 -4.16 -3.78
C: 0.70 -3.12 -4.56
C: -1.18 -4.86 -4.55
H: -1.44 0.81 -5.55
H: -1.77 -0.87 -5.90
H: -0.41 -0.47 -4.80
H: -1.84 0.39 -3.06
H: -4.11 -0.46 -5.01
H: -3.92 1.06 -4.36
H: -4.24 -0.25 -3.22
H: 0.57 -4.91 -3.45
H: 0.16 -2.29 -4.98
H: 1.14 -3.53 -5.49
H: 1.50 -2.76 -3.95
H: -1.90 -4.11 -4.88
H: -1.73 -5.58 -3.95
H: -0.82 -5.37 -5.46
C: 2.64 -2.70 4.27
C: 1.92 -3.26 3.10
O: 1.32 -2.09 2.44
P: 0.97 -2.03 0.86
O: 2.38 -1.82 0.10
C: 3.42 -0.90 0.51
C: 4.56 -1.13 -0.46
O: 0.72 -3.57 0.43
C: 1.71 -4.26 -0.38
C: 1.33 -5.72 -0.23
H: 2.89 -3.64 4.85
H: 2.14 -1.93 4.87
H: 3.63 -2.30 3.98
H: 1.05 -3.86 3.38
H: 2.48 -3.79 2.38
H: 3.68 -1.12 1.51
H: 2.97 0.12 0.46
H: 5.01 -2.11 -0.33
H: 5.27 -0.33 -0.26
H: 4.12 -1.04 -1.49
H: 2.73 -4.08 -0.04
H: 1.60 -3.90 -1.42
H: 1.47 -6.09 0.79
H: 1.86 -6.37 -0.93
H: 0.27 -5.93 -0.49
C: 2.16 2.10 4.73
C: 2.02 0.71 4.14
N: 0.60 0.32 4.38
C: 0.22 0.48 5.79
C: -0.99 1.39 6.16
C: -0.23 -0.11 3.41
C: -1.46 -0.96 3.74
N: -0.11 0.34 2.16
H: 3.02 2.59 4.25
H: 2.32 2.04 5.81
H: 1.28 2.73 4.56
H: 2.65 0.01 4.72
H: 2.27 0.63 3.07
H: 1.08 0.90 6.31
H: 0.07 -0.53 6.21
H: -1.08 2.26 5.50
H: -0.84 1.72 7.17
H: -1.94 0.85 6.10
H: -1.65 -1.71 2.98
H: -2.34 -0.34 3.64
H: -1.33 -1.39 4.73
H: 0.57 1.08 1.94

Computed properties:
Gap between HOMO and LUMO (alpha / beta)   7.89 / 5.34 eV
Charge   +1
Highest occupied orbital energy (alpha / beta)   -9.55 / -9.71 eV
Multiplicity   6


No. 2
Molecular formula: C23H32F4N4O2S3V
Method: DFT, ωB97M-V with the def2-TZVPD basis set

Cartesian coordinates (Å):
V: -0.34 -0.12 -0.97
C: -2.73 0.45 0.87
N: -2.51 -0.28 -0.40
C: -3.10 -1.62 -0.26
C: -3.21 0.45 -1.50
C: -2.47 1.76 -1.85
N: -1.11 1.67 -1.35
C: -0.50 2.77 -0.80
C: 0.33 2.56 0.30
F: 0.40 1.26 0.76
C: 1.00 3.56 0.95
F: 1.77 3.25 2.00
C: 0.85 4.87 0.55
C: 0.00 5.12 -0.52
F: -0.17 6.37 -0.95
C: -0.66 4.10 -1.18
F: -1.43 4.40 -2.25
H: -3.78 0.39 1.16
H: -2.44 1.49 0.75
H: -2.12 0.01 1.66
H: -4.17 -1.54 -0.04
H: -2.60 -2.15 0.55
H: -2.97 -2.18 -1.18
H: -4.24 0.64 -1.18
H: -3.25 -0.23 -2.35
H: -2.99 2.61 -1.41
H: -2.52 1.90 -2.93
H: 1.37 5.68 1.04
C: 2.19 0.80 4.11
C: 3.43 0.21 3.41
S: 3.23 -0.16 1.65
C: 2.92 -1.92 1.61
C: 1.70 -2.45 2.37
S: 0.16 -1.60 1.95
C: -0.73 -1.56 3.53
C: -0.41 -0.37 4.42
S: 1.25 -0.36 5.14
H: 1.52 1.23 3.36
H: 2.51 1.61 4.76
H: 3.79 -0.68 3.93
H: 4.24 0.94 3.45
H: 3.79 -2.46 1.99
H: 2.86 -2.16 0.55
H: 1.85 -2.33 3.44
H: 1.59 -3.52 2.16
H: -0.55 -2.50 4.05
H: -1.79 -1.54 3.27
H: -1.10 -0.37 5.26
H: -0.57 0.57 3.88
N: -0.22 -3.02 -1.09
C: -0.51 -2.64 -2.38
C: -0.73 -3.59 -3.39
C: -1.05 -3.14 -4.64
C: -1.14 -1.77 -4.90
C: -0.94 -0.91 -3.86
N: -0.66 -1.33 -2.61
H: 0.00 -3.99 -0.94
H: 0.33 -2.43 -0.48
H: -0.63 -4.64 -3.17
H: -1.21 -3.86 -5.44
H: -1.37 -1.39 -5.89
H: -0.99 0.17 -3.98
C: 3.63 0.78 -2.43
O: 2.22 1.13 -2.45
C: 1.38 0.44 -1.75
O: 1.71 -0.57 -1.08
H: 3.94 0.71 -3.47
H: 3.79 -0.16 -1.91
H: 4.15 1.59 -1.93

Computed properties:
Gap between HOMO and LUMO (alpha / beta)   7.52 / 7.75 eV
Charge   +1
Highest occupied orbital energy (alpha / beta)   -10.21 / -10.50 eV
Multiplicity   3


No. 3
Molecular formula: CH4BrOP
Method: DFT, ωB97M-V with the def2-TZVPD basis set

Cartesian coordinates (Å):
H: -0.17 -1.31 -0.42
P: -1.64 -1.22 0.01
C: -1.42 0.31 0.64
O: -0.22 1.05 0.46
H: -2.20 0.93 1.13
H: -0.32 1.84 0.90
Br: 2.56 -0.33 -0.01
H: 1.58 0.50 -0.31

Computed properties:
Gap between HOMO and LUMO   9.63 eV
Charge   0
Structure (SMILES)   [H]/P=C\O.Br
Highest occupied orbital energy   -9.26 eV


No. 4
Molecular formula: C22H26ClOOs
Method: DFT, ωB97M-V with the def2-TZVPD basis set

Cartesian coordinates (Å):
Os: -0.24 0.33 0.72
C: 2.27 0.25 1.61
C: 2.59 -0.55 0.48
C: 2.04 0.04 -0.67
H: 3.20 -1.46 0.50
C: 1.45 1.29 -0.29
C: 1.58 1.43 1.15
H: 1.37 2.32 1.72
H: 2.56 0.06 2.64
H: 2.14 -0.31 -1.70
H: 1.16 2.08 -0.98
C: -2.27 0.29 1.22
C: -1.73 1.55 1.56
C: -1.22 2.14 0.37
H: -1.70 2.00 2.55
C: -1.48 1.25 -0.71
C: -2.13 0.10 -0.18
H: -2.45 -0.76 -0.76
H: -2.71 -0.41 1.91
H: -0.73 3.10 0.30
H: -1.24 1.42 -1.75
O: 1.26 -3.61 -0.58
C: -0.34 -0.48 -4.35
C: 0.27 -1.68 -4.36
C: 0.43 0.81 -4.37
C: -1.84 -0.39 -4.44
C: 0.93 -3.15 -1.67
H: 1.36 -1.77 -4.36
H: -0.31 -2.61 -4.37
H: -0.11 -3.27 -2.07
H: 1.63 -2.59 -2.32
H: 0.38 1.28 -5.37
H: 1.48 0.62 -4.12
H: 0.03 1.54 -3.65
H: -2.18 -0.40 -5.49
H: -2.21 0.53 -3.98
H: -2.31 -1.25 -3.92
Cl: 0.12 0.17 4.02
C: -0.44 -1.47 4.07
C: -0.75 -2.03 5.31
C: -1.13 -3.38 5.39
C: -1.23 -4.15 4.23
C: -0.96 -3.57 2.99
C: -0.56 -2.22 2.88
C: -0.20 -1.75 1.53
H: -0.68 -1.41 6.20
H: -1.35 -3.82 6.36
H: -1.51 -5.20 4.28
H: -1.05 -4.16 2.07
H: 0.86 -1.98 1.34
H: -0.80 -2.33 0.80

Computed properties:
Gap between HOMO and LUMO (alpha / beta)   3.44 / 3.47 eV
Charge   -1
Highest occupied orbital energy (alpha / beta)   -0.69 / -2.86 eV
Multiplicity   5


No. 5
Molecular formula: C24H70ClN6O12
Method: DFT, ωB97M-V with the def2-TZVPD basis set

Cartesian coordinates (Å):
Cl: -0.36 0.42 0.88
O: -1.44 -0.43 1.29
O: 0.90 -0.07 1.30
O: -0.31 0.48 -0.53
O: -0.54 1.71 1.48
O: 0.22 0.36 4.30
H: 0.27 0.57 3.36
H: 0.10 -0.59 4.32
O: -3.15 -2.64 3.00
H: -3.95 -2.75 2.50
H: -2.58 -2.10 2.44
C: 1.00 7.20 3.41
C: 1.48 5.81 3.98
C: 1.44 4.59 3.04
O: 2.25 4.82 1.90
C: 2.20 3.72 0.99
N: 2.79 6.12 4.52
H: 1.73 7.63 2.73
H: 0.84 7.84 4.28
H: 0.09 7.20 2.81
H: 0.86 5.55 4.84
H: 0.37 4.45 2.90
H: 1.79 3.67 3.52
H: 1.21 3.71 0.53
H: 2.25 2.78 1.55
H: 3.00 3.80 0.25
H: 2.86 7.08 4.82
H: 3.45 6.06 3.76
C: -6.71 1.38 0.79
C: -5.70 0.40 1.25
C: -5.31 -0.67 0.22
O: -4.77 0.01 -0.91
C: -4.62 -0.77 -2.09
N: -4.54 1.17 1.66
H: -7.56 1.04 0.20
H: -6.22 2.05 0.08
H: -7.18 1.87 1.64
H: -6.15 -0.09 2.12
H: -6.10 -1.39 0.00
H: -4.50 -1.31 0.59
H: -3.63 -1.23 -1.99
H: -4.76 -0.19 -3.00
H: -5.17 -1.70 -2.22
H: -4.24 1.61 0.80
H: -3.69 0.64 1.72
C: 5.50 -3.61 2.12
C: 4.50 -4.28 3.11
C: 3.26 -5.00 2.40
O: 2.67 -4.17 1.42
C: 1.75 -3.23 1.83
N: 5.46 -5.12 3.81
H: 6.11 -2.90 2.69
H: 4.86 -2.93 1.54
H: 5.92 -4.33 1.43
H: 4.15 -3.52 3.82
H: 2.53 -5.49 3.06
H: 3.63 -5.89 1.90
H: 1.28 -2.77 0.96
H: 2.22 -2.49 2.48
H: 0.98 -3.73 2.42
H: 4.86 -5.80 4.25
H: 6.07 -5.65 3.20
C: 3.09 -2.94 -2.17
C: 3.40 -1.52 -2.48
C: 4.47 -1.45 -3.60
O: 5.04 -0.14 -3.57
C: 4.56 0.90 -4.49
N: 2.12 -0.88 -2.81
H: 4.01 -3.52 -2.02
H: 2.47 -3.46 -2.90
H: 2.50 -3.04 -1.26
H: 3.80 -1.03 -1.60
H: 4.04 -1.65 -4.59
H: 5.29 -2.15 -3.48
H: 4.30 0.52 -5.47
H: 5.40 1.53 -4.75
H: 3.68 1.44 -4.12
H: 1.59 -0.96 -1.95
H: 2.28 0.09 -3.03
C: -3.66 5.10 -0.26
C: -2.44 4.12 -0.23
C: -2.04 3.37 -1.59
O: -1.58 4.46 -2.37
C: -0.89 3.88 -3.51
N: -1.24 4.72 0.27
H: -3.44 5.98 -0.86
H: -3.92 5.35 0.77
H: -4.60 4.72 -0.66
H: -2.92 3.38 0.42
H: -2.92 2.87 -1.99
H: -1.30 2.58 -1.47
H: -0.67 4.60 -4.30
H: -1.45 3.21 -4.16
H: 0.02 3.37 -3.20
H: -0.50 4.10 0.57
H: -0.80 5.19 -0.50
C: -0.10 -4.12 -4.12
C: -0.97 -4.44 -2.96
C: -1.89 -3.31 -2.42
O: -2.68 -3.77 -1.35
C: -2.01 -3.89 -0.15
N: -1.70 -5.64 -3.24
H: 0.76 -4.78 -3.97
H: 0.33 -3.13 -3.94
H: -0.61 -4.30 -5.06
H: -0.28 -4.66 -2.15
H: -2.55 -2.91 -3.19
H: -1.39 -2.37 -2.18
H: -1.21 -4.63 -0.21
H: -2.67 -4.24 0.64
H: -1.43 -2.99 0.07
H: -2.05 -6.17 -2.46
H: -0.94 -6.26 -3.44

Computed properties:
Gap between HOMO and LUMO   8.75 eV
Charge   -1
Highest occupied orbital energy   -6.38 eV


No. 6
Molecular formula: C5H13NO
Method: DFT, ωB97M-V with the def2-TZVPD basis set

Cartesian coordinates (Å):
C: 1.33 -1.24 1.98
C: 1.46 -1.98 0.63
C: 0.65 -1.14 -0.38
C: -0.75 -1.63 -0.56
C: 1.28 -0.08 -0.87
N: 0.72 1.03 -1.61
H: 2.27 -1.19 2.55
H: 0.97 -0.22 1.91
H: 0.71 -1.86 2.64
H: 2.49 -2.24 0.44
H: 0.91 -2.92 0.73
H: -0.88 -2.69 -0.74
H: -1.16 -1.08 -1.43
H: -1.31 -1.31 0.32
H: 2.34 0.03 -0.67
H: 0.29 0.67 -2.46
H: 0.06 1.53 -1.03
O: -3.67 5.22 -0.27
H: -4.49 5.09 -0.75
H: -3.21 6.03 -0.44

Computed properties:
Gap between HOMO and LUMO   9.86 eV
Charge   0
Structure (SMILES)   CC/C(C)=C/N.O
Highest occupied orbital energy   -8.91 eV